82
Properties=species:S:1:pos:R:3:forces:R:3 method="wB97M-V/def2-TZVPD" charge=+3 lumo_ev="-7.73 / -10.32" s_squared=2.036 spin_multiplicity=3
Au -1.1263 0.2219 0.9885 0.22 0.33 1.42
S 2.0783 -1.5766 -2.4101 -0.01 -1.12 0.02
P 3.1782 1.2055 -0.9129 -0.77 -0.61 0.13
P -1.3888 2.4780 1.6070 -0.73 0.85 -0.96
P -2.9343 -0.4596 -0.3387 -0.36 0.02 -0.43
N 0.6748 -0.2320 5.3565 -0.49 -0.49 0.09
C -0.2028 0.5539 -4.8564 0.18 0.64 0.44
C 1.2003 -3.3295 -7.1968 0.00 0.56 -0.66
C 3.2228 1.0355 0.8835 0.51 -0.04 0.54
C 0.5384 0.2102 -3.7369 -0.04 0.09 -0.28
C 0.8942 -2.2049 -7.8620 0.38 -0.65 0.08
C 0.8870 -1.1473 -3.5090 -0.94 -0.25 -0.23
C -0.3532 -1.4830 3.4665 -0.21 -0.92 -0.12
C -0.7306 -0.4393 -5.6835 -0.01 -0.14 -0.01
C 4.7217 1.0275 -1.8149 0.27 0.33 0.32
C -4.3268 -1.0365 0.6682 -0.02 -0.09 0.37
C 0.2072 -2.1515 -4.2650 0.03 0.22 -0.16
C -2.4078 -1.8131 -1.4078 0.16 -0.13 -0.11
C -0.6069 -1.7847 -5.3247 0.21 -0.29 0.31
C 0.2664 -3.7128 1.8791 0.05 0.20 0.04
C 0.0592 -3.8714 3.2555 0.18 -0.17 0.02
C -3.5633 0.8661 -1.4102 0.16 0.06 -0.06
C 2.4162 2.7967 -1.1793 -0.05 0.80 -0.30
C 0.0271 3.0720 2.5740 0.27 0.23 0.29
C 0.5725 0.9396 6.2687 0.07 0.16 0.12
C 2.0052 -0.2985 4.7114 0.53 0.17 -0.04
C -1.4974 3.6106 0.1857 -0.11 0.60 0.23
C -0.5107 -0.3053 4.3911 -0.22 -0.15 0.29
C -2.8505 2.7771 2.6607 -0.07 -0.02 0.09
C -0.1828 -2.7548 4.0537 -0.08 0.41 0.02
C 0.1141 -2.4452 1.2954 0.01 -1.45 0.45
C -0.3278 -1.3755 2.0615 0.52 0.35 -0.40
H -0.5479 0.6536 3.8610 -0.01 -0.33 0.16
H -3.2846 -2.3212 -1.8351 0.22 0.17 0.04
H 0.3206 -2.3068 0.2322 -0.26 -0.21 0.22
H 1.6200 2.7371 -1.9310 0.27 0.09 0.10
H -2.2256 3.2329 -0.5460 0.26 0.17 0.29
H 0.1284 -4.8644 3.7143 -0.02 0.45 -0.23
H 0.8982 0.9526 -3.0211 0.02 -0.07 -0.50
H 0.4105 -3.2019 -4.0437 -0.05 0.36 -0.11
H -0.2610 3.9317 3.2036 0.15 -0.27 -0.28
H -5.2810 -0.6223 0.3114 0.33 -0.10 0.01
H 4.2343 1.2835 1.2605 -0.57 -0.17 0.03
H 2.1308 0.5800 4.0722 -0.03 -0.13 0.10
H -0.2646 -2.8622 5.1538 0.03 -0.12 -0.71
H -0.3431 1.6143 -5.0971 -0.05 -0.48 0.05
H -3.9315 1.7080 -0.8055 0.05 -0.31 -0.18
H 1.6637 -1.5554 -8.3062 -0.42 -0.39 0.25
H -1.7677 -1.4182 -2.2094 -0.18 -0.12 0.14
H 2.9313 0.0132 1.1795 0.31 0.36 -0.14
H 2.3276 0.1250 -1.3927 0.41 0.81 0.20
H 0.4049 -3.9767 -6.8074 0.44 0.16 -0.15
H 5.2080 0.0726 -1.5815 -0.11 0.23 0.05
H -4.1707 -0.7243 1.7076 -0.16 -0.10 -0.19
H -4.3748 -2.1340 0.6410 0.04 0.30 0.02
H 0.7320 1.8437 5.6748 -0.03 -0.12 0.15
H -1.0485 -2.5643 -5.9403 -0.04 0.29 0.20
H -3.7719 2.6726 2.0692 0.29 0.00 0.15
H -2.7479 1.2154 -2.0609 -0.26 -0.07 0.15
H -1.2001 -0.1753 -6.6291 -0.09 0.01 0.32
H -1.7962 4.6207 0.5144 0.14 -0.30 -0.25
H -2.8347 3.7815 3.1132 0.07 -0.29 -0.25
H 0.8287 3.3856 1.8890 -0.23 -0.08 0.26
H 3.1781 3.5104 -1.5160 -0.27 0.00 0.02
H 2.0914 -1.2123 4.1234 -0.05 0.13 0.10
H 1.3522 0.8534 7.0324 -0.25 0.09 -0.13
H -0.4189 0.9577 6.7248 0.17 -0.01 -0.01
H -0.1526 -1.9194 -8.0264 0.49 -0.09 -0.02
H 2.4802 1.7434 1.3028 0.50 -0.42 -0.20
H -2.8777 2.0355 3.4721 -0.02 0.18 -0.21
H 0.4105 2.2705 3.2205 -0.03 0.33 -0.19
H 0.5127 -4.5797 1.2644 0.02 0.24 0.20
H -1.8221 -2.5303 -0.8173 -0.23 0.13 -0.14
H 2.2382 -3.6633 -7.0685 -0.52 0.15 -0.04
H 2.7537 -0.2849 5.5142 -0.13 -0.01 -0.34
H 1.9931 3.1617 -0.2328 0.13 -0.09 -0.38
H -0.5075 3.6702 -0.2922 -0.35 -0.03 0.10
H -4.3803 0.4804 -2.0373 0.17 0.09 0.17
H 5.3731 1.8730 -1.5362 -0.06 -0.40 -0.20
H 0.6065 -1.0835 5.9284 -0.04 0.24 -0.06
H 4.5229 1.0528 -2.8945 -0.08 0.07 0.26
H -1.3948 -0.4058 5.0488 0.35 0.16 -0.31